Entry 1:
Here is a cluster of 7 separate species, C26H43F2N2O7S2 in total from the OMol25 dataset. Energies are from ωB97M-V/def2-TZVPD.

The lowest unoccupied orbital energy comes out at -4.4 eV. The calculation puts the HOMO energy at -0.4321 hartree. Its total charge is +1. The calculation puts the energy above the lowest of the compared OMol25 structures with the same formula, charge and spin at 1.452 eV. Its total energy is -72059.33809 eV.

Each line ends with the Löwdin charge.
CARTESIAN COORDINATES (ANGSTROEM)
C  -4.184  -0.261  -1.170  -0.01
C  -3.723  0.990  -1.780  -0.27
O  -4.392  2.104  -1.758  0.11
N  -2.644  0.834  -2.853  0.05
H  -1.803  0.790  -2.359  0.02
H  -2.485  -0.107  -3.300  0.19
C  -2.232  2.015  -3.676  0.07
H  -5.201  -0.523  -0.743  0.14
H  -3.572  -0.658  -0.312  0.09
H  -4.212  -1.143  -1.805  0.08
H  -1.943  2.912  -2.914  0.19
H  -3.078  2.302  -4.026  0.03
H  -1.568  1.642  -4.283  0.05
C  1.217  -1.467  -3.449  0.03
C  0.396  -2.569  -2.762  -0.41
O  0.846  -3.707  -2.762  0.14
N  -0.654  -2.214  -1.866  -0.02
H  -0.506  -1.215  -1.530  0.05
H  -1.370  -1.960  -2.614  0.19
C  -1.225  -3.129  -1.006  -0.05
H  1.384  -0.784  -2.603  0.06
H  0.523  -1.102  -4.286  0.13
H  2.220  -1.775  -3.607  0.09
H  -1.719  -4.029  -1.397  0.12
H  -2.163  -2.623  -0.504  0.12
H  -0.346  -3.411  -0.265  0.16
O  -0.788  0.210  -1.140  -0.31
H  -0.253  0.472  -0.392  -0.05
F  1.927  1.429  2.860  0.04
C  2.536  0.259  2.529  -0.28
C  3.534  -0.332  3.418  0.01
C  4.182  -1.554  3.042  -0.08
C  3.910  -2.065  1.781  -0.13
C  2.938  -1.592  0.861  -0.03
C  2.287  -0.293  1.286  -0.02
H  3.646  0.124  4.403  0.11
H  5.087  -1.975  3.728  0.16
H  4.171  -3.031  1.296  0.11
H  2.797  -2.135  -0.032  0.07
H  1.522  0.168  0.667  0.07
F  5.258  0.364  -5.172  0.07
C  4.454  0.737  -4.161  -0.28
C  4.957  0.638  -2.855  0.01
C  4.150  1.010  -1.747  -0.06
C  2.832  1.367  -1.931  -0.10
C  2.375  1.612  -3.243  -0.04
C  3.220  1.332  -4.451  0.04
H  6.040  0.406  -2.701  0.14
H  4.692  1.111  -0.908  0.07
H  2.351  1.712  -1.117  0.05
H  1.484  1.999  -3.524  0.05
H  2.904  1.496  -5.400  0.07
C  -0.788  4.313  1.652  -0.12
C  -0.870  2.953  0.995  -0.28
C  -2.171  2.496  1.171  -0.29
S  -2.756  2.827  2.833  0.67
O  -2.385  1.756  3.750  -0.31
O  -4.029  3.419  2.702  -0.30
C  -1.641  4.223  3.034  -0.17
H  -1.259  5.236  1.101  0.16
H  0.100  4.630  1.886  0.04
H  -0.211  2.229  1.279  0.07
H  -0.554  2.938  -0.062  0.13
H  -2.312  1.357  0.995  0.12
H  -2.699  2.858  0.362  0.07
H  -1.082  3.757  3.888  0.11
H  -2.381  5.033  3.271  0.11
C  -0.876  -1.131  3.314  -0.21
C  -1.651  -1.640  2.124  -0.33
C  -1.921  -2.970  2.306  -0.28
S  -0.606  -3.774  3.156  0.71
O  0.153  -4.462  2.171  -0.30
O  -1.072  -4.507  4.331  -0.30
C  0.109  -2.214  3.730  -0.17
H  -1.471  -0.823  4.244  0.15
H  -0.416  -0.220  2.919  0.10
H  -1.020  -1.284  1.370  0.07
H  -2.402  -0.759  1.918  0.15
H  -1.980  -3.333  1.313  0.06
H  -2.876  -2.944  2.838  0.15
H  1.095  -2.066  3.225  0.10
H  0.192  -2.278  4.715  0.05

---

Entry 2:
Here is a cluster of 2 separate species, CH4N4 in total from the OMol25 dataset. Energies are from ωB97M-V/def2-TZVPD.

The lowest unoccupied orbital energy comes out at 1.0 eV. The calculation puts the HOMO energy at -0.3444 hartree. Its SMILES is [H]/N=N\N.C#N. Its total charge is 0. The calculation puts the energy above the lowest of the compared OMol25 structures with the same formula, charge and spin at 3.891 eV. Its total energy is -7059.09362 eV.

Each line ends with the Löwdin charge.
CARTESIAN COORDINATES (ANGSTROEM)
H  -0.310  0.331  1.729  0.01
N  0.632  -0.047  1.676  0.00
N  1.274  0.277  0.657  -0.26
N  0.979  1.311  -0.056  -0.03
H  1.305  1.133  -1.039  0.10
H  -0.082  1.680  0.065  0.14
C  -1.233  -1.619  -0.999  -0.06
N  -1.011  -0.676  -1.616  0.06
H  -1.554  -2.391  -0.416  0.03